No. 1
{"formula": "C2H9N2O", "method": "the ωB97M-V functional and the def2-TZVPD basis", "e_lumo_ev": 4.49, "e_homo_ev": -2.379, "total_charge": -1, "e_above_lowest_kj_mol": 135.2, "spin_multiplicity": 1, "symbols": ["C", "O", "H", "H", "H", "N", "C", "N", "H", "H", "H", "H", "H", "H"], "positions_angstrom": [[0.18097, 1.95600, 1.34022], [0.90659, 1.52235, 0.11861], [-0.24122, 2.91244, 0.98405], [-0.69323, 1.27500, 1.49644], [0.84110, 1.98774, 2.22759], [-0.42647, -0.81514, -1.94595], [-0.74522, -1.17412, -0.53501], [0.38287, -1.22161, 0.33156], [0.32007, -0.08538, -1.78562], [0.03005, -1.69247, -2.31948], [-1.40269, -0.49958, 0.13073], [-1.18606, -2.14481, -0.42829], [1.13653, -1.70364, -0.08947], [0.89672, -0.31678, 0.47463]]}

No. 2
{"formula": "C2H9N2O", "method": "the ωB97M-V functional and the def2-TZVPD basis", "e_lumo_ev": [-0.10, -0.23], "e_homo_ev": [-2.158, -7.669], "s_squared": 0.754, "e_above_lowest_kj_mol": 267.9, "spin_multiplicity": 2, "symbols": ["C", "N", "H", "H", "H", "H", "H", "H", "C", "N", "O", "H", "H", "H"], "positions_angstrom": [[0.24184, -0.20857, -2.66026], [0.65494, -0.69718, -1.32590], [0.02460, -1.06809, -3.26308], [-0.62121, 0.46423, -2.50529], [1.02044, 0.43197, -3.06239], [1.62408, -0.81064, -1.18536], [0.42872, -1.75913, -1.34468], [0.21856, -0.31913, -0.48751], [-0.67674, 0.75678, 1.94891], [-0.38194, 0.77496, 3.30508], [0.05323, 0.38995, 1.05526], [-1.71558, 0.79589, 1.97270], [0.26211, 0.00542, 3.65115], [-1.13306, 1.24354, 3.90137]]}

No. 3
{"formula": "C2H9N2O", "method": "the ωB97M-V functional and the def2-TZVPD basis", "e_lumo_ev": -3.18, "e_homo_ev": -12.692, "total_charge": 1, "e_above_lowest_kj_mol": 149.9, "spin_multiplicity": 1, "symbols": ["C", "C", "N", "N", "H", "H", "H", "H", "H", "H", "H", "H", "H", "O"], "positions_angstrom": [[-1.38811, 0.09610, 0.27593], [-0.66505, 0.33732, -0.83963], [0.63318, -0.29093, -1.01772], [-2.49750, 0.80401, 0.58888], [-1.21128, -0.76035, 0.91682], [-1.03022, 1.09311, -1.50581], [0.99935, -0.19399, -1.96066], [1.33167, 0.03496, -0.34778], [0.61761, -1.28819, -0.83012], [-2.83494, 1.64696, 0.12924], [-3.07379, 0.43008, 1.33254], [3.32166, -1.38415, 0.93787], [3.04113, 0.07234, 1.48788], [2.75630, -0.59727, 0.83256]]}

No. 4
{"formula": "C2H9N2O", "method": "the ωB97M-V functional and the def2-TZVPD basis", "e_lumo_ev": -4.64, "e_homo_ev": -15.442, "total_charge": 1, "e_above_lowest_kj_mol": 168.1, "spin_multiplicity": 1, "symbols": ["C", "N", "C", "N", "H", "H", "H", "H", "H", "H", "H", "H", "H", "O"], "positions_angstrom": [[1.86569, 1.38441, 0.72232], [-1.17151, 0.01795, -0.42462], [-0.31412, 1.02950, -0.24550], [0.39256, 1.10994, 0.85855], [2.18953, 1.67997, 1.71910], [2.06181, 2.20799, 0.04875], [2.38444, 0.47058, 0.44283], [-0.87173, -0.95265, -0.35000], [-2.16733, 0.14031, -0.57128], [-0.17407, 1.78116, -1.02493], [0.19856, 0.44467, 1.60245], [-1.06441, -3.62865, -0.41211], [-2.04092, -2.87321, -1.49124], [-1.28849, -2.81196, -0.87431]]}

No. 5
{"formula": "C2H9N2O2P", "method": "the ωB97M-V functional and the def2-TZVPD basis", "e_lumo_ev": 0.85, "e_homo_ev": -8.577, "e_above_lowest_kj_mol": 207.2, "smiles": "CCN(N)P(O)O", "spin_multiplicity": 1, "symbols": ["C", "C", "N", "N", "O", "O", "P", "H", "H", "H", "H", "H", "H", "H", "H", "H"], "positions_angstrom": [[1.54489, -0.99768, 0.40233], [0.84769, -0.09293, -0.61767], [0.00145, 1.86772, 0.48303], [-0.41311, 0.67453, -0.38424], [-2.86698, 0.74231, -0.23169], [-1.79470, -1.44359, -0.39951], [-1.71078, -0.07526, 0.44280], [2.21040, -0.45181, 1.11472], [0.71883, -1.57281, 0.91124], [2.13461, -1.73371, -0.27655], [1.58849, 0.76955, -0.85219], [0.72758, -0.60128, -1.56750], [0.94995, 2.15997, 0.27748], [0.12052, 1.57008, 1.41518], [-2.45017, 1.31029, -0.88185], [-1.60867, -2.12538, 0.16440]]}

No. 6
{"formula": "C2H9N2S", "method": "the ωB97M-V functional and the def2-TZVPD basis", "e_lumo_ev": -3.64, "e_homo_ev": -12.824, "total_charge": 1, "e_above_lowest_kj_mol": 216.7, "spin_multiplicity": 1, "symbols": ["C", "C", "N", "N", "S", "H", "H", "H", "H", "H", "H", "H", "H", "H"], "positions_angstrom": [[-0.02852, 1.12377, -0.06668], [1.27130, 0.38283, 0.09362], [-1.27829, -0.14775, 0.53923], [0.99711, -1.06096, -0.15281], [-2.81568, 0.00405, -0.14421], [-0.14857, 2.00509, 0.54578], [-0.35321, 1.26891, -1.08826], [1.65323, 0.49342, 1.10741], [2.02363, 0.75721, -0.60468], [-1.35574, 0.11219, 1.51789], [-0.04182, -1.10677, 0.18542], [1.62078, -1.67787, 0.36848], [1.03931, -1.30844, -1.14454], [-2.58353, -0.84569, -1.15666]]}

No. 7
{"formula": "C2H9N2S", "method": "the ωB97M-V functional and the def2-TZVPD basis", "e_lumo_ev": -3.76, "e_homo_ev": -13.469, "total_charge": 1, "e_above_lowest_kj_mol": 130.7, "spin_multiplicity": 1, "symbols": ["C", "C", "N", "N", "S", "H", "H", "H", "H", "H", "H", "H", "H", "H"], "positions_angstrom": [[-0.20146, 0.88641, 0.43673], [0.26148, 0.13627, -0.79432], [1.41010, 0.50510, -1.35210], [-1.05247, 0.04938, 1.28841], [0.44661, -2.04086, 0.10968], [0.66834, 1.21210, 1.00863], [-0.74225, 1.77337, 0.08634], [-0.51080, -0.15703, -1.49623], [2.18236, 0.81555, -0.78216], [1.66064, 0.14911, -2.26135], [-0.50835, -1.10111, 1.03764], [-2.02496, 0.03695, 0.98766], [-1.00791, 0.31076, 2.27180], [-0.58132, -2.57600, -0.54073]]}

No. 8
{"formula": "C2H9N2S", "method": "the ωB97M-V functional and the def2-TZVPD basis", "e_lumo_ev": [-9.02, -12.72], "e_homo_ev": [-17.968, -17.966], "total_charge": 2, "s_squared": 0.769, "e_above_lowest_kj_mol": 55.8, "spin_multiplicity": 2, "symbols": ["S", "H", "H", "C", "C", "N", "N", "H", "H", "H", "H", "H", "H", "H"], "positions_angstrom": [[-1.28635, 2.39115, -1.23204], [-1.43593, 1.46235, -2.18880], [-2.33317, 1.91900, -0.53217], [0.24960, -1.06071, -0.29584], [0.59791, -0.42700, 0.89755], [0.75259, 1.01042, 0.95387], [0.25499, -2.36066, -0.40524], [-0.01047, -0.50379, -1.18751], [0.94223, -0.94990, 1.78205], [1.75996, 1.24387, 0.99847], [0.34494, 1.52601, 0.11669], [0.32893, 1.41748, 1.80386], [0.15893, -2.92173, 0.44378], [-0.32416, -2.74651, -1.15466]]}

No. 9
{"formula": "C2H9N3", "method": "the ωB97M-V functional and the def2-TZVPD basis", "e_lumo_ev": 1.24, "e_homo_ev": -8.231, "e_above_lowest_kj_mol": 178.3, "smiles": "CNNCN", "spin_multiplicity": 1, "symbols": ["C", "C", "N", "N", "N", "H", "H", "H", "H", "H", "H", "H", "H", "H"], "positions_angstrom": [[-0.00214, -0.81582, 0.65111], [-1.00738, 1.25475, -1.17004], [0.84512, 0.14481, -0.00835], [0.17157, 0.40687, -1.33295], [0.91516, -1.34600, 1.69535], [1.72064, -0.35801, -0.18212], [0.83666, 0.90081, -1.93620], [1.22691, -0.57370, 2.27825], [0.47353, -2.05959, 2.27104], [-0.33992, -1.64594, 0.02588], [-0.84902, -0.33449, 1.14759], [-1.33170, 1.62085, -2.14996], [-1.84202, 0.68003, -0.75555], [-0.81742, 2.12543, -0.53404]]}

No. 10
{"formula": "C2H9N3O", "method": "the ωB97M-V functional and the def2-TZVPD basis", "e_lumo_ev": 0.81, "e_homo_ev": -9.150, "e_above_lowest_kj_mol": 204.2, "spin_multiplicity": 1, "symbols": ["H", "O", "N", "H", "H", "C", "N", "H", "N", "H", "H", "C", "H", "H", "H"], "positions_angstrom": [[0.64585, 1.81672, 0.00830], [1.43366, 2.12268, 0.98747], [-0.19664, 0.94832, -0.60485], [0.93957, 2.64722, 1.64830], [-0.66975, 1.05682, -1.50532], [0.11616, -0.24114, -0.01213], [-0.50289, -1.42788, -0.49615], [-0.31060, -2.25489, 0.15328], [0.98031, -0.29330, 1.00061], [1.46629, -1.06030, 1.59901], [1.48016, 0.75575, 1.30127], [-1.83266, -1.43406, -1.06511], [-1.79860, -2.06235, -1.99211], [-2.63963, -1.99637, -0.59286], [-2.24899, -0.42283, -1.35344]]}

No. 11
{"formula": "C2H9N3O", "method": "the ωB97M-V functional and the def2-TZVPD basis", "e_lumo_ev": 0.96, "e_homo_ev": -9.154, "e_above_lowest_kj_mol": 175.0, "smiles": "[H]/N=C/N.NCO", "spin_multiplicity": 1, "symbols": ["N", "C", "N", "H", "H", "H", "H", "H", "N", "C", "O", "H", "H", "H", "H"], "positions_angstrom": [[1.16869, 0.85873, -1.49799], [1.53060, -0.36246, -1.69211], [1.61765, -1.33836, -0.70805], [-0.26647, 0.46681, -0.07252], [1.32130, 1.25926, -2.50017], [1.96676, -0.64008, -2.70273], [0.82040, -1.12032, -0.06257], [1.53143, -2.29385, -1.07517], [-2.10569, 1.05862, 1.53276], [-1.05792, 0.00448, 1.62541], [-0.74166, -0.30240, 0.27846], [-1.72692, 1.99994, 1.70170], [-2.55473, 0.94004, 0.62560], [-1.38439, -0.85110, 2.38434], [-0.11905, 0.32071, 2.16305]]}

No. 12
{"formula": "C2H9N3O", "method": "the ωB97M-V functional and the def2-TZVPD basis", "e_lumo_ev": 0.91, "e_homo_ev": -8.775, "e_above_lowest_kj_mol": 390.0, "smiles": "[H]/N=C/CN.NO", "spin_multiplicity": 1, "symbols": ["C", "C", "N", "N", "N", "O", "H", "H", "H", "H", "H", "H", "H", "H", "H"], "positions_angstrom": [[-0.68362, 0.72126, -1.40721], [-0.41798, -0.56350, -0.62708], [-1.25844, -0.96042, 0.23186], [1.69770, -0.90771, 0.82454], [-0.32305, 1.92952, -0.76713], [1.00730, -0.74190, 2.02659], [-1.70193, 0.71750, -1.64210], [-0.08508, 0.85226, -2.28642], [0.45576, -1.12893, -0.94689], [-1.00529, -1.77325, 0.72712], [0.04013, -0.64975, 1.80721], [2.57169, -0.41953, 0.98690], [1.76880, -1.98104, 0.80997], [-0.99062, 2.19809, -0.01349], [0.71521, 2.01287, -0.59048]]}